Entry 1:
A molecular structure, C3H2DyLiO3. Source: OMol25; level of theory: the ωB97M-V functional and the def2-TZVPD basis.

Properties
M in u: 255.49
Lowest unoccupied orbital energy (spin up / spin down) in eV: -14.93 / -13.78

Geometry as ORCA input:
```
! wB97M-V def2-TZVPD RIJCOSX def2/J DEFGRID3
* xyz 3 7
C 0.418 0.531 1.180
C -0.467 0.313 0.099
O -0.589 -0.910 -0.381
C -0.004 -1.239 -1.672
O 0.907 -0.568 -2.057
O 0.561 1.642 1.724
Dy -1.229 -3.249 -3.148
H -1.093 1.109 -0.314
H 1.157 -0.280 1.350
Li 0.338 2.651 3.220
*
```

---

Entry 2:
3 unconnected molecules or ions with the total composition C41H63N2O6Si. Source: OMol25; level of theory: the ωB97M-V functional and the def2-TZVPD basis.

Properties
M in u: 708.05
Energy relative to the best compared isomer or geometry (same formula, charge and spin) in kcal per mole: 63.86
Lowest unoccupied orbital energy in eV: -3.45

Geometry as ORCA input:
```
! wB97M-V def2-TZVPD RIJCOSX def2/J DEFGRID3
* xyz 1 1
C 7.097 -2.473 1.090
C 8.013 -2.412 -0.192
C 7.685 -1.222 -1.191
C 8.796 -0.102 -1.022
C 8.251 1.345 -0.676
C 7.026 1.368 0.342
C 5.772 1.926 -0.428
C 4.592 2.452 0.498
C 4.519 1.776 1.918
C 3.089 1.769 2.597
C 2.290 3.125 2.515
C 1.505 3.405 1.173
C 0.983 2.144 0.386
C -0.482 1.649 0.827
C -0.569 1.281 2.353
C -1.450 2.211 3.238
C -1.165 3.598 3.601
C -2.029 4.407 4.480
C -3.247 3.827 5.055
C -3.568 2.436 4.680
C -2.696 1.638 3.806
C -1.469 2.763 0.330
N -2.766 2.064 0.000
C -2.519 1.255 -1.248
N -2.696 2.146 -2.434
C -3.558 0.055 -1.396
C -4.950 0.318 -0.707
O -4.909 -0.298 0.589
Si -6.457 -0.419 1.335
C -7.178 1.356 1.425
C -6.130 -1.148 3.081
C -7.675 -1.582 0.456
C -1.055 0.578 -1.245
O -0.654 0.374 0.121
H 7.521 -3.288 1.750
H 6.057 -2.827 0.835
H 7.105 -1.544 1.715
H 7.902 -3.385 -0.748
H 9.083 -2.402 0.168
H 6.633 -0.849 -1.130
H 7.804 -1.656 -2.228
H 9.609 -0.366 -0.294
H 9.316 -0.010 -2.023
H 9.105 1.918 -0.214
H 7.981 1.888 -1.621
H 7.330 2.070 1.172
H 6.850 0.373 0.819
H 5.405 1.160 -1.175
H 6.092 2.810 -1.055
H 3.649 2.364 -0.105
H 4.805 3.551 0.673
H 4.800 0.688 1.772
H 5.248 2.178 2.666
H 2.503 0.867 2.253
H 3.271 1.577 3.698
H 1.617 3.193 3.414
H 3.037 3.965 2.640
H 2.210 3.949 0.481
H 0.646 4.125 1.327
H 0.841 2.485 -0.686
H 1.701 1.289 0.327
H -1.018 0.247 2.437
H 0.435 1.189 2.860
H -0.257 4.110 3.215
H -1.790 5.456 4.771
H -3.910 4.411 5.743
H -4.519 2.031 5.108
H -3.034 0.596 3.604
H -1.133 3.208 -0.652
H -1.602 3.632 1.016
H -3.556 2.710 -0.096
H -2.920 1.362 0.751
H -3.199 1.658 -3.175
H -3.269 2.962 -2.196
H -3.121 -0.852 -0.881
H -3.701 -0.267 -2.466
H -5.718 -0.254 -1.314
H -5.276 1.394 -0.711
H -8.091 1.390 0.781
H -7.365 1.614 2.500
H -6.383 2.073 1.071
H -5.162 -0.666 3.417
H -5.899 -2.252 3.034
H -6.981 -0.922 3.772
H -7.208 -2.294 -0.274
H -8.481 -1.002 -0.081
H -8.224 -2.190 1.234
H -0.312 1.114 -1.889
H -1.173 -0.447 -1.699
C -0.700 -3.524 -0.575
C -1.219 -3.456 0.649
C -1.958 -4.597 1.236
O -2.432 -4.533 2.351
C -2.098 -5.817 0.407
C -1.579 -5.885 -0.818
C -0.839 -4.744 -1.404
O -0.364 -4.804 -2.520
H -0.157 -2.698 -1.017
H -1.125 -2.572 1.267
H -2.641 -6.642 0.852
H -1.672 -6.769 -1.437
C -0.758 -3.356 -5.518
C -0.697 -4.286 -6.469
C -1.675 -4.311 -7.581
O -1.623 -5.157 -8.448
C -2.721 -3.261 -7.593
C -2.780 -2.333 -6.640
C -1.801 -2.310 -5.531
O -1.851 -1.461 -4.658
H -0.053 -3.322 -4.697
H 0.061 -5.059 -6.475
H -3.428 -3.293 -8.413
H -3.538 -1.559 -6.633
*
```

---

Entry 3:
A single C20H34N4O3 molecule. Source: OMol25; level of theory: the ωB97M-V functional and the def2-TZVPD basis.

Properties
M in u: 378.52
Energy relative to the best compared isomer or geometry (same formula, charge and spin) in kcal per mole: 11.61
Lowest unoccupied orbital energy in eV: 0.86
SMILES: COCCN1CCN(C(=O)CCc2nnc(CCC3CCCCC3)o2)CC1

Geometry as ORCA input:
```
! wB97M-V def2-TZVPD RIJCOSX def2/J DEFGRID3
* xyz 0 1
C -1.160 -3.166 -2.075
O -0.179 -3.609 -1.174
C 0.461 -2.543 -0.509
C 1.559 -3.128 0.394
N 2.531 -2.184 0.902
C 3.468 -1.697 -0.099
C 4.556 -0.875 0.600
N 3.944 0.224 1.312
C 3.771 1.496 0.888
O 3.073 2.282 1.508
C 4.491 1.963 -0.376
C 3.513 2.847 -1.160
C 2.320 2.036 -1.504
N 2.310 0.813 -1.925
N 1.013 0.445 -2.046
C 0.297 1.460 -1.693
C -1.176 1.518 -1.584
C -1.595 1.246 -0.131
C -3.112 1.288 0.073
C -3.808 0.083 -0.562
C -5.317 0.142 -0.336
C -5.635 0.192 1.154
C -4.945 1.389 1.799
C -3.438 1.327 1.569
O 1.069 2.512 -1.340
C 3.040 -0.278 2.330
C 1.938 -1.086 1.644
H -1.562 -4.052 -2.562
H -1.969 -2.637 -1.554
H -0.731 -2.492 -2.826
H 0.891 -1.848 -1.244
H -0.277 -1.987 0.092
H 1.090 -3.621 1.250
H 2.090 -3.890 -0.180
H 3.920 -2.560 -0.591
H 2.992 -1.064 -0.862
H 5.297 -0.527 -0.117
H 5.060 -1.502 1.342
H 5.365 2.548 -0.085
H 4.797 1.137 -1.011
H 3.985 3.223 -2.070
H 3.188 3.688 -0.545
H -1.522 2.508 -1.888
H -1.592 0.763 -2.250
H -1.125 1.996 0.510
H -1.215 0.266 0.169
H -3.502 2.202 -0.389
H -3.413 -0.833 -0.116
H -3.606 0.049 -1.634
H -5.791 -0.730 -0.790
H -5.720 1.033 -0.823
H -6.715 0.258 1.303
H -5.287 -0.727 1.630
H -5.153 1.408 2.871
H -5.339 2.311 1.366
H -3.035 0.431 2.047
H -2.959 2.194 2.029
H 2.618 0.571 2.867
H 3.601 -0.915 3.018
H 1.259 -1.500 2.392
H 1.369 -0.401 0.992
*
```

---

Entry 4:
6 unconnected molecules or ions with the total composition C28H76ClN5O5. Source: OMol25; level of theory: the ωB97M-V functional and the def2-TZVPD basis.

Properties
M in u: 598.40
Lowest unoccupied orbital energy in eV: -9.68

Geometry as ORCA input:
```
! wB97M-V def2-TZVPD RIJCOSX def2/J DEFGRID3
* xyz 4 1
Cl 0.862 0.156 -0.242
C -1.479 -0.631 3.483
C -2.671 -1.355 2.877
N -3.936 -0.540 2.704
C -4.333 -0.025 4.034
C -3.632 0.508 1.649
C -3.093 -0.064 0.328
C -5.033 -1.499 2.236
C -6.259 -0.802 1.695
O -6.110 -0.494 0.325
C -7.050 0.498 -0.154
H -1.622 -0.034 4.380
H -0.971 -0.020 2.735
H -0.716 -1.342 3.812
H -2.995 -2.228 3.451
H -2.401 -1.797 1.922
H -3.694 0.783 4.383
H -4.374 -0.800 4.795
H -5.332 0.407 3.981
H -3.027 1.309 2.061
H -4.606 0.930 1.403
H -2.002 -0.020 0.249
H -3.458 0.550 -0.495
H -3.382 -1.087 0.101
H -5.340 -2.100 3.092
H -4.549 -2.194 1.556
H -6.534 0.118 2.227
H -7.139 -1.446 1.813
H -6.640 0.805 -1.112
H -7.079 1.392 0.476
H -8.006 -0.023 -0.193
C -1.152 -4.489 -3.348
C -0.080 -4.976 -2.376
N 0.511 -3.925 -1.463
C -0.677 -3.189 -0.859
C 1.363 -4.557 -0.376
C 0.620 -5.580 0.461
C 1.387 -2.936 -2.190
C 2.280 -3.512 -3.267
O 3.228 -4.405 -2.722
C 3.848 -5.191 -3.737
H -1.325 -5.265 -4.093
H -0.877 -3.614 -3.940
H -2.098 -4.293 -2.848
H 0.760 -5.468 -2.868
H -0.480 -5.789 -1.772
H -1.405 -3.938 -0.561
H -1.075 -2.579 -1.662
H -0.346 -2.592 -0.014
H 1.734 -3.787 0.298
H 2.182 -4.998 -0.940
H -0.310 -5.263 0.931
H 1.242 -5.869 1.317
H 0.522 -6.562 -0.006
H 1.951 -2.345 -1.473
H 0.732 -2.253 -2.733
H 2.787 -2.725 -3.838
H 1.702 -4.059 -4.024
H 4.330 -4.593 -4.512
H 3.082 -5.833 -4.187
H 4.587 -5.856 -3.299
C 3.853 0.441 5.257
C 2.507 0.583 4.568
C 1.544 1.664 5.056
O 0.395 1.649 4.248
C -0.509 2.681 4.630
N 2.747 0.723 3.054
H 1.965 0.324 2.518
H 2.969 1.663 2.733
H 3.521 0.090 2.839
H 4.375 -0.487 5.025
H 3.765 0.504 6.342
H 4.515 1.277 5.011
H 1.930 -0.335 4.689
H 2.023 2.650 5.080
H 1.264 1.359 6.070
H -1.490 2.612 4.161
H -0.097 3.636 4.288
H -0.658 2.701 5.711
C -1.491 3.849 -0.380
C -1.052 4.025 -1.816
C -0.795 5.465 -2.193
O -0.094 5.458 -3.412
C 0.121 6.767 -3.939
N 0.203 3.202 -2.020
H 0.455 3.157 -3.014
H 0.954 3.579 -1.444
H 0.034 2.216 -1.779
H -2.381 4.450 -0.168
H -0.751 4.211 0.337
H -1.841 2.842 -0.143
H -1.779 3.545 -2.472
H -0.181 5.942 -1.419
H -1.764 5.961 -2.296
H 0.534 7.476 -3.217
H -0.802 7.162 -4.363
H 0.883 6.679 -4.710
C 3.840 -0.143 -2.888
C 4.682 0.891 -2.147
C 4.715 2.252 -2.730
O 3.408 2.775 -2.830
C 3.302 4.161 -3.155
N 4.138 0.939 -0.714
H 4.226 1.880 -0.311
H 3.117 0.735 -0.658
H 4.536 0.362 0.030
H 3.963 -0.051 -3.969
H 2.759 -0.099 -2.732
H 4.125 -1.172 -2.657
H 5.652 0.414 -2.026
H 5.155 2.205 -3.735
H 5.331 2.999 -2.206
H 2.275 4.428 -3.398
H 3.962 4.495 -3.953
H 3.521 4.692 -2.220
*
```

---

| no. | maximum force (eV/Å) |
| --- | --- |
| 1 | 5.0 |
| 2 | 3.5 |
| 3 | 1.4 |
| 4 | 2.1 |